Record 1
Here is 2 unconnected molecules or ions with the total composition C4H8Cl2OS at a distorted geometry from the Open Molecules 2025 dataset. Energies are from wB97M-V/def2-TZVPD.

Last column: Löwdin charge in e.
Element x y z (Å)
1 C -1.948456 -0.469827 -0.250561  -0.147
2 C -1.582015 0.472070 0.826718  -0.918
3 S -2.384720 0.777499 2.165614  0.752
4 C -0.315375 1.309641 0.481058  -0.222
5 C 0.987249 0.506736 0.147402  -0.288
6 O 0.948125 -0.516946 1.052706  -0.073
7 H -1.424385 -1.500766 0.239376  0.161
8 H -3.051624 -0.768567 -0.442693  0.096
9 H -1.430196 -0.121654 -1.266712  0.113
10 H -0.205867 1.821643 1.495385  0.091
11 H -0.504328 2.100127 -0.257887  0.117
12 H 1.769623 1.132902 -0.031334  0.077
13 H 0.793139 -0.067530 -0.838252  0.133
14 H 0.661109 -0.093144 1.894667  0.104
15 Cl 3.631901 -3.226009 -2.734894  0.006
16 Cl 4.055819 -1.356177 -2.480593  -0.003

Forces on the atoms, in the same order (eV/Å):
0.66 -2.88 -0.96
0.71 1.10 -2.14
-0.62 -0.12 0.91
0.39 0.85 1.71
-6.00 -1.96 -2.78
1.28 -0.58 2.74
-1.14 2.45 -1.95
1.84 0.87 0.66
-1.11 -1.21 2.18
0.59 -0.14 -1.36
-0.33 -0.27 0.06
2.79 1.53 0.40
0.46 1.19 0.99
0.50 -0.85 -0.47
-0.30 -1.30 -0.17
0.29 1.31 0.18

Properties
HOMO-LUMO gap   8.11 eV
LUMO   -0.58 eV


Record 2
Here is 2 unconnected molecules or ions with the total composition C2H4ClN2O at a distorted geometry from the Open Molecules 2025 dataset. Energies are from wB97M-V/def2-TZVPD.

Last column: Löwdin charge in e.
Element x y z (Å)
1 C 0.144279 -0.976371 2.295139  -0.629
2 C -0.798243 1.275625 -1.798872  0.042
3 N 0.937914 0.660501 -0.557223  -0.080
4 N -0.030708 -2.138685 2.204767  0.319
5 O 0.407272 0.806332 -1.710819  -0.161
6 Cl 0.280594 0.512237 2.053497  1.114
7 H -1.255057 1.387324 -2.869680  0.141
8 H -1.342468 1.240653 -0.870057  0.072
9 H 1.853719 0.313290 -0.691865  0.037
10 H -0.197302 -3.080907 1.945113  0.144

Forces on the atoms, in the same order (eV/Å):
-1.17 -6.63 -0.88
-0.19 -0.87 -2.16
-0.48 -0.06 2.83
0.79 4.58 0.81
-1.37 1.12 -2.74
0.39 2.81 0.51
1.21 -0.25 2.40
-0.34 0.51 0.03
1.23 -0.40 -0.83
-0.07 -0.82 0.03

Properties
HOMO-LUMO gap (spin up / spin down)   7.41 / 6.92 eV
LUMO (spin up / spin down)   -5.08 / -5.08 eV
Total charge   +1


Record 3
Here is a molecular structure, C5H8O2 at a distorted geometry from the Open Molecules 2025 dataset. Energies are from wB97M-V/def2-TZVPD.

Last column: Löwdin charge in e.
Element x y z (Å)
1 C -2.164589 -0.734848 0.284242  -0.221
2 C -1.431815 0.691330 0.206628  -0.136
3 C -0.049697 0.592194 -0.420218  -0.203
4 C 0.914497 -0.216056 0.324376  -0.240
5 C 2.352165 -0.175085 -0.071574  -0.359
6 H -1.493261 -1.288728 0.622044  0.030
7 H -1.024051 1.038050 1.050290  0.073
8 H -2.058001 1.030542 -0.283098  -0.024
9 H 0.457486 1.976163 -0.550943  0.241
10 H -0.368645 -0.176301 -1.380275  0.184
11 H 0.967443 -1.621459 0.153994  0.251
12 H 1.145723 -0.064625 1.251355  0.051
13 H 2.564902 0.923299 -0.617044  0.147
14 O -3.044033 -1.015468 -0.408183  0.141
15 O 3.231872 -0.959007 -0.161591  0.065

Forces on the atoms, in the same order (eV/Å):
1.35 7.14 -1.71
8.48 -8.23 5.87
-1.15 0.05 -4.24
1.81 -6.73 -4.66
0.51 4.69 -4.39
4.98 -6.62 4.10
-0.73 2.03 4.26
-10.00 7.97 -8.12
-1.45 -4.50 -0.19
1.85 3.02 1.33
-1.28 4.05 0.81
-0.25 1.05 6.51
-0.19 -1.62 1.44
-4.10 -0.96 -2.00
0.17 -1.35 1.00

Properties
HOMO-LUMO gap   10.19 eV
LUMO   0.45 eV


Record 4
Here is a single C4H9NO2 molecule from the Open Molecules 2025 dataset. Energies are from wB97M-V/def2-TZVPD.

Last column: Löwdin charge in e.
Element x y z (Å)
1 C 1.470378 -0.671579 -1.451781  -0.084
2 C 1.457918 0.756131 -0.895501  -0.235
3 N 0.139906 1.102496 -0.387008  0.060
4 C -0.329332 0.269443 0.587239  -0.613
5 O 0.352646 -0.266813 1.435505  0.091
6 O -1.664172 0.121198 0.479260  -0.038
7 C -2.269680 -0.331643 1.682084  -0.057
8 H 0.624744 -0.840673 -2.130892  0.079
9 H 2.396656 -0.878846 -1.990538  0.070
10 H 1.379091 -1.395317 -0.634201  0.072
11 H 2.157380 0.841745 -0.059968  0.116
12 H 1.735583 1.508853 -1.639531  0.114
13 H -0.557628 1.375507 -1.065911  0.141
14 H -3.340437 -0.333214 1.486120  0.092
15 H -1.915396 -1.326515 1.960867  0.094
16 H -2.019498 0.371768 2.479631  0.099

Forces on the atoms, in the same order (eV/Å):
0.08 -0.01 -0.05
0.22 -0.04 -0.07
-0.10 -0.18 -0.01
0.19 0.00 0.15
-0.32 0.21 -0.26
0.04 0.21 0.06
-0.22 -0.07 0.29
0.20 0.14 0.02
-0.03 -0.01 0.02
0.06 0.17 -0.14
-0.01 -0.01 -0.17
-0.04 -0.20 0.04
0.10 -0.12 0.04
0.08 -0.05 0.11
-0.07 0.12 -0.09
-0.17 -0.16 0.06

Properties
HOMO-LUMO gap   10.81 eV
LUMO   0.93 eV


Record 5
Here is a molecular structure, C20H44IN11ORbS2SeSi from the Open Molecules 2025 dataset. Energies are from wB97M-V/def2-TZVPD.

Last column: Löwdin charge in e.
Element x y z (Å)
1 Rb 0.330317 0.431599 0.202154  0.575
2 C -0.660447 -0.689169 3.453107  -0.104
3 N -1.129294 -1.432977 2.292852  -0.296
4 C -0.619739 -2.792685 2.331843  -0.118
5 C -2.578705 -1.442243 2.203683  -0.208
6 C -3.166100 -0.107853 1.771065  -0.196
7 N -2.834660 0.259337 0.399534  -0.290
8 C -2.968995 1.695153 0.207974  -0.124
9 C -3.634883 -0.460648 -0.566045  -0.109
10 H -1.082294 -1.086516 4.393573  0.093
11 H -0.917375 0.367594 3.376211  0.037
12 H 0.426407 -0.752873 3.514115  0.087
13 H -1.032894 -3.357747 3.186730  0.087
14 H 0.464911 -2.784302 2.412382  0.068
15 H -0.873424 -3.310918 1.406683  0.079
16 H -3.029871 -1.727066 3.173388  0.124
17 H -2.865363 -2.216537 1.487474  0.107
18 H -2.795009 0.685680 2.422843  0.100
19 H -4.263054 -0.145292 1.906944  0.126
20 H -4.002506 2.047061 0.370797  0.093
21 H -2.677094 1.950893 -0.813044  0.079
22 H -2.307588 2.228904 0.891733  0.016
23 H -4.715797 -0.266438 -0.437492  0.089
24 H -3.469455 -1.535790 -0.487376  0.076
25 H -3.356583 -0.154652 -1.576400  0.078
26 C -0.877536 -4.724799 -2.953713  -0.067
27 N -0.547334 -3.365648 -3.351037  -0.176
28 C -1.591481 -2.738249 -4.126485  -0.083
29 C 0.131817 -2.551945 -2.433347  -0.454
30 N -0.196693 -1.374141 -2.083246  0.127
31 N 1.292995 -3.166738 -1.993888  0.112
32 C 2.083438 -2.853947 -0.885657  -0.562
33 N 3.312995 -3.489949 -0.956766  0.125
34 N 1.641420 -2.157195 0.080161  0.064
35 H -0.886312 -5.381223 -3.826026  0.084
36 H -1.868055 -4.768399 -2.480827  0.087
37 H -0.147425 -5.099964 -2.242404  0.082
38 H -1.834028 -3.380598 -4.973536  0.088
39 H -1.252312 -1.779198 -4.515600  0.085
40 H -2.513660 -2.578310 -3.547405  0.088
41 H -1.112702 -1.136312 -2.452566  0.031
42 H 1.703641 -3.793594 -2.664885  0.134
43 H 3.704879 -3.460829 -1.891412  0.038
44 H 3.985084 -3.109823 -0.298933  0.058
45 H 2.361362 -2.092651 0.799188  -0.039
46 C -1.595166 2.848547 5.208891  -0.243
47 Si -1.454889 3.932494 3.668731  -0.069
48 C -1.165610 5.689091 4.282369  -0.254
49 C -3.180446 3.930486 2.894150  -0.245
50 Se 0.123730 3.256985 2.283189  0.054
51 H -2.226393 3.304423 5.976142  0.018
52 H -0.605526 2.674626 5.633502  0.020
53 H -2.021774 1.875292 4.954488  0.004
54 H -1.965997 6.015039 4.952196  0.016
55 H -1.113642 6.380986 3.440213  0.016
56 H -0.218542 5.750922 4.820705  0.017
57 H -3.905267 4.456612 3.521019  0.021
58 H -3.540312 2.909637 2.753797  -0.004
59 H -3.156617 4.414041 1.915811  0.022
60 S 4.105997 -1.416220 2.476936  0.579
61 C 4.586062 -0.587151 1.099543  -0.873
62 N 4.314954 0.753758 1.002906  0.064
63 C 4.737693 1.535742 -0.017550  -0.054
64 C 5.412811 0.966842 -1.044113  -0.052
65 C 5.600528 -0.432818 -0.962767  -0.169
66 N 5.248042 -1.166672 0.062694  0.060
67 H 3.804115 1.157030 1.778039  0.135
68 H 4.499470 2.587194 0.059651  0.136
69 H 5.758765 1.530989 -1.894825  0.109
70 H 6.174419 -0.925599 -1.738540  0.097
71 S 3.673390 -1.105554 -3.297014  0.499
72 C 4.975464 -0.534305 -4.199225  -0.952
73 N 5.908826 -0.143507 -4.768895  -0.009
74 N -0.744465 2.775577 -3.892608  0.150
75 C 0.196412 2.000631 -3.297153  -0.647
76 O 0.226316 1.824482 -2.093762  -0.114
77 C 1.161346 1.251652 -4.181025  -0.589
78 I 2.070335 2.410294 -5.716269  0.800
79 H -1.312021 3.345286 -3.287401  0.112
80 H -0.609641 3.065816 -4.846174  0.044
81 H 0.643060 0.441436 -4.689485  0.046
82 H 1.963941 0.826902 -3.584484  -0.037

Forces on the atoms, in the same order (eV/Å):
-0.10 -0.11 0.36
-0.07 0.06 0.02
0.09 -0.08 0.04
-0.05 -0.03 0.03
0.02 0.06 -0.05
-0.03 0.01 -0.02
0.07 0.08 0.03
-0.02 0.02 -0.11
-0.01 -0.08 -0.01
0.01 -0.02 0.00
0.04 0.01 -0.01
0.01 0.01 -0.02
0.01 -0.02 0.00
0.01 0.02 0.00
-0.01 -0.01 0.00
-0.01 0.00 -0.02
0.00 0.00 0.00
0.01 -0.03 0.01
0.02 0.03 0.03
0.00 -0.01 0.00
0.01 0.01 -0.01
0.03 0.01 -0.03
0.01 0.00 -0.01
0.00 -0.01 0.02
0.01 0.01 0.00
0.00 -0.06 0.02
0.02 0.03 -0.10
-0.04 0.01 0.00
0.12 -0.02 0.10
-0.10 0.05 -0.09
-0.04 -0.01 -0.07
-0.02 -0.06 -0.04
-0.01 -0.09 -0.06
0.02 -0.04 0.05
-0.01 0.02 0.00
0.00 0.00 0.01
0.00 0.00 -0.01
-0.01 -0.01 0.01
0.03 -0.01 0.00
0.00 0.01 0.00
-0.02 0.00 0.05
0.05 0.01 0.01
0.07 0.09 0.02
-0.01 0.00 0.03
0.01 0.02 0.04
0.02 -0.03 0.00
0.02 -0.05 0.03
0.02 0.04 0.00
-0.02 0.03 0.00
0.05 -0.13 -0.11
-0.05 0.02 0.02
0.02 -0.01 0.03
0.00 -0.04 0.01
-0.03 0.01 0.03
0.00 0.02 -0.02
0.04 0.00 0.01
-0.01 0.02 0.06
-0.03 0.00 -0.01
-0.03 0.02 -0.02
0.03 0.06 -0.14
0.03 -0.18 0.11
-0.09 0.15 0.10
0.04 -0.04 -0.12
-0.15 0.07 0.04
0.47 0.17 0.07
-0.15 -0.11 0.17
0.02 0.00 0.02
-0.03 0.00 -0.03
-0.02 -0.02 -0.04
-0.19 -0.05 -0.10
0.20 0.09 -0.41
-0.39 -0.26 0.41
0.14 0.13 -0.09
0.04 -0.03 -0.06
0.06 -0.08 0.07
-0.10 0.28 -0.16
-0.04 -0.09 0.00
0.02 0.06 -0.06
0.01 0.02 -0.01
-0.02 0.05 0.01
0.01 -0.01 0.02
-0.02 0.00 -0.02

Properties
HOMO-LUMO gap   6.07 eV
LUMO   1.66 eV
Total charge   -1


Record 6
Here is 2 unconnected molecules or ions with the total composition C3H10NO2S at a distorted geometry from the Open Molecules 2025 dataset. Energies are from wB97M-V/def2-TZVPD.

Last column: Löwdin charge in e.
Element x y z (Å)
1 C -0.715099 -0.278140 1.100752  -0.464
2 O -1.662002 -1.023250 0.514083  -0.340
3 C 0.148002 0.431843 -0.103355  -0.467
4 C 1.008857 1.489033 0.670529  -0.482
5 S 2.577670 2.278737 -0.084251  0.571
6 N -0.342560 0.866236 -1.363025  0.026
7 H -1.209027 0.530789 1.714701  0.083
8 H 0.012623 -0.801923 1.704614  0.078
9 H 0.648767 -0.588977 -0.142517  0.132
10 H 1.746102 0.713694 1.036456  0.028
11 H 0.406628 2.080756 1.323613  0.045
12 H 2.256500 1.985880 -1.333479  -0.206
13 H -1.176234 1.429418 -1.351403  0.062
14 H -0.547812 -0.037079 -1.860509  0.088
15 H -1.456977 -3.680369 -0.424526  0.003
16 H -0.990342 -2.223929 -0.663467  -0.017
17 O -0.705098 -3.172718 -0.738216  -0.141

Forces on the atoms, in the same order (eV/Å):
-2.58 2.05 -1.93
-0.15 -0.63 -0.20
1.67 -0.64 2.80
2.80 -3.53 -1.42
-1.10 0.60 -0.05
-0.07 -2.12 -1.26
0.46 -0.06 0.23
0.69 -0.32 0.56
0.57 1.69 -1.44
-1.73 0.93 1.72
0.19 0.63 0.49
-0.12 0.07 -0.57
-0.41 -0.01 0.37
-0.23 1.54 0.37
-0.04 0.31 0.14
-0.32 -0.26 1.06
0.37 -0.26 -0.87

Properties
HOMO-LUMO gap   6.37 eV
LUMO   3.26 eV
Total charge   -1


Record 7
Here is a single C4H6O2 molecule from the Open Molecules 2025 dataset. Energies are from wB97M-V/def2-TZVPD.

Last column: Löwdin charge in e.
Element x y z (Å)
1 C -1.333174 0.834099 -0.188280  -0.045
2 C -0.172824 -1.030142 1.036639  0.067
3 O -0.704785 -0.440646 -0.424451  -0.195
4 C 0.707183 -0.720829 -0.129373  -0.293
5 C 1.702953 0.396552 -0.017914  -0.205
6 O 2.885451 0.161496 -0.094454  0.070
7 H -2.232267 0.602756 0.382003  0.102
8 H -0.703508 1.490442 0.409980  0.080
9 H -1.585846 1.275275 -1.156581  0.101
10 H -0.481806 -2.079518 0.903053  0.043
11 H 1.052595 -1.485364 -0.829041  0.151
12 H 1.331865 1.421855 0.174287  0.124

Forces on the atoms, in the same order (eV/Å):
-0.10 0.21 0.02
0.12 -0.24 -0.18
-0.13 -0.06 0.07
0.11 -0.07 0.02
0.30 -0.04 -0.03
-0.57 0.12 0.02
0.07 0.13 -0.13
-0.09 -0.10 -0.09
0.15 -0.06 0.11
0.14 0.13 0.09
-0.06 0.12 0.08
0.06 -0.14 0.03

Properties
HOMO-LUMO gap   9.36 eV
LUMO   0.70 eV


Record 8
Here is 2 unconnected molecules or ions with the total composition C2H6NS at a distorted geometry from the Open Molecules 2025 dataset. Energies are from wB97M-V/def2-TZVPD.

Last column: Löwdin charge in e.
Element x y z (Å)
1 S -0.308505 -2.828696 1.354354  -0.296
2 H -1.060702 -2.122604 2.310448  -0.419
3 C -0.599360 1.478280 -0.477219  -0.141
4 C 1.166267 -0.442690 -0.547314  -0.096
5 N 0.769547 0.802753 -0.894074  -0.133
6 H -0.855584 1.132736 0.488197  0.024
7 H -1.278816 1.187732 -1.335528  0.069
8 H -0.507312 2.628886 -0.297669  0.072
9 H 2.209618 -0.715902 -0.560989  0.037
10 H 0.464847 -1.120492 -0.040207  -0.118

Forces on the atoms, in the same order (eV/Å):
-0.89 0.44 1.15
0.73 -0.69 -0.93
2.03 -0.60 -1.93
-3.66 4.66 0.10
1.48 -1.53 1.40
-0.87 -0.96 0.78
0.26 0.70 1.41
0.31 -2.01 -1.11
0.30 0.11 -0.87
0.31 -0.12 -0.02

Properties
HOMO-LUMO gap   6.75 eV
LUMO   4.07 eV
Total charge   -1


Here are the calculated energy above the lowest of the compared OMol25 structures with the same formula, charge and spin numbers, same order: 308.6; 404.7; 845.4; 56.4; 40.3; 202.3; 534.2; 181.4 (kJ/mol).